1.
The following is a DFT calculation (the ωB97M-V functional and the def2-TZVPD basis) of a structure of composition C32H54N5NaO2P2 in a non-equilibrium geometry.

```
! wB97M-V def2-TZVPD RIJCOSX def2/J DEFGRID3
* xyz 0 1
Na -0.16 0.09 0.09
C 2.37 -1.19 -4.53
C 1.24 -1.30 -3.44
C 1.72 -2.25 -2.35
P 0.72 0.25 -2.60
C -0.34 1.21 -3.77
C -1.82 0.83 -3.64
C 0.08 1.31 -5.22
C 2.27 1.21 -2.32
C 3.06 1.74 -3.35
C 4.27 2.33 -3.14
C 5.22 2.78 -4.23
C 4.67 2.51 -1.81
C 3.93 2.03 -0.76
C 2.78 1.24 -0.97
N 2.22 0.56 0.08
C 3.05 0.24 1.13
C 4.41 -0.14 0.97
C 5.24 -0.49 2.03
C 4.75 -0.47 3.36
C 5.65 -0.95 4.47
C 3.45 -0.10 3.51
C 2.58 0.17 2.45
P 0.75 0.22 2.68
C 0.33 -1.35 3.52
C 1.17 -1.79 4.72
C -1.14 -1.29 3.92
C 0.38 1.57 3.87
C -1.10 2.01 3.74
C 0.80 1.39 5.32
H 2.53 -2.17 -4.99
H 3.31 -0.96 -4.04
H 2.20 -0.48 -5.34
H 0.34 -1.68 -3.89
H 2.55 -1.73 -1.85
H 2.15 -3.19 -2.75
H 0.93 -2.42 -1.61
H -0.21 2.17 -3.29
H -2.00 -0.20 -3.99
H -2.49 1.49 -4.25
H -2.06 0.90 -2.59
H 0.04 0.36 -5.73
H 1.07 1.72 -5.39
H -0.63 1.97 -5.76
H 2.76 1.72 -4.40
H 4.70 3.02 -5.19
H 5.95 1.97 -4.51
H 5.80 3.64 -3.97
H 5.56 3.10 -1.62
H 4.14 2.28 0.26
H 4.87 -0.17 -0.04
H 6.27 -0.77 1.88
H 6.41 -0.18 4.63
H 6.05 -1.91 4.21
H 5.05 -1.07 5.36
H 3.12 -0.08 4.51
H 0.38 -2.13 2.72
H 1.17 -1.02 5.48
H 2.20 -1.99 4.37
H 0.75 -2.69 5.14
H -1.33 -0.56 4.69
H -1.47 -2.27 4.26
H -1.79 -1.05 3.05
H 1.03 2.36 3.52
H -1.78 1.25 4.05
H -1.36 2.31 2.71
H -1.23 2.89 4.40
H 0.27 0.59 5.88
H 0.58 2.34 5.85
H 1.88 1.21 5.37
N -1.79 -2.17 0.07
C -2.81 -1.37 -0.65
C -4.06 -2.16 -1.06
C -4.92 -1.42 -2.10
C -5.62 -0.16 -1.68
N -6.85 -0.38 -0.87
C -7.15 0.09 0.34
N -6.25 0.56 1.16
N -8.45 0.13 0.70
C -3.17 -0.27 0.33
O -4.04 -0.61 1.23
O -2.60 0.82 0.24
H -1.29 -2.79 -0.55
H -2.26 -2.73 0.82
H -2.35 -0.92 -1.53
H -4.65 -2.30 -0.17
H -3.80 -3.17 -1.43
H -5.68 -2.11 -2.56
H -4.27 -1.22 -2.96
H -5.95 0.37 -2.58
H -4.95 0.50 -1.20
H -7.64 -0.65 -1.44
H -5.26 0.13 1.24
H -6.54 0.90 2.06
H -9.19 -0.15 0.08
H -8.66 0.16 1.68
*
```

**E_LUMO**: -0.01461 Eh
**Frontier orbital gap**: 4.92 eV
**E_HOMO**: -5.32 eV



2.
The following is a DFT calculation (the ωB97M-V functional and the def2-TZVPD basis) of a cluster of 8 separate species, C32H54O16S5 in total in a non-equilibrium geometry.

```
! wB97M-V def2-TZVPD RIJCOSX def2/J DEFGRID3
* xyz 0 1
C 5.29 -5.23 -1.59
C 5.22 -4.51 -0.27
O 5.52 -3.11 -0.34
S 4.63 -2.14 -1.28
C 5.72 -1.90 -2.70
O 3.39 -2.77 -1.65
O 4.56 -0.83 -0.67
H 4.55 -4.96 -2.35
H 5.25 -6.31 -1.48
H 6.28 -5.07 -2.04
H 4.26 -4.69 0.21
H 6.05 -4.89 0.33
H 6.72 -1.91 -2.27
H 5.48 -0.93 -3.10
H 5.63 -2.78 -3.34
C -0.70 -0.40 -7.24
C -1.57 -0.38 -5.99
O -2.43 0.75 -6.07
S -2.53 1.76 -4.81
C -1.04 2.72 -5.05
O -3.65 2.63 -5.08
O -2.47 0.92 -3.66
H -0.08 -1.29 -7.33
H -0.04 0.47 -7.27
H -1.38 -0.34 -8.09
H -2.18 -1.29 -6.02
H -0.93 -0.38 -5.11
H -1.20 3.49 -5.81
H -0.24 2.08 -5.40
H -0.83 3.15 -4.07
C -4.35 7.13 -0.89
C -3.67 5.98 -0.11
O -4.48 4.81 -0.16
S -4.32 3.79 -1.40
C -4.59 2.19 -0.60
O -5.34 4.07 -2.36
O -2.93 3.83 -1.85
H -3.70 7.99 -0.97
H -5.29 7.43 -0.42
H -4.60 6.71 -1.87
H -2.67 5.76 -0.49
H -3.54 6.31 0.92
H -3.95 2.04 0.27
H -4.17 1.54 -1.37
H -5.65 2.04 -0.43
C -1.30 -0.69 4.97
C -0.18 -1.61 5.40
O -0.08 -2.63 4.36
S 1.10 -3.70 4.42
C 0.20 -5.06 5.20
O 1.45 -4.05 3.07
O 2.11 -3.30 5.37
H -2.25 -1.21 5.07
H -1.12 -0.27 3.98
H -1.36 0.14 5.68
H 0.78 -1.12 5.55
H -0.45 -2.16 6.30
H -0.54 -5.44 4.49
H -0.40 -4.69 6.02
H 0.92 -5.86 5.38
O 3.05 2.62 5.11
S 2.61 1.52 4.28
O 1.24 1.36 3.95
O 3.61 1.37 3.03
C 4.44 0.24 3.19
C 3.67 -0.72 4.09
O 3.12 0.18 5.05
H 4.83 -0.22 2.29
H 5.36 0.57 3.71
H 4.28 -1.48 4.55
H 2.89 -1.22 3.51
C -5.50 -4.82 -0.40
C -4.96 -3.89 0.50
C -3.87 -3.10 0.16
C -3.36 -3.16 -1.13
C -3.96 -4.00 -2.06
C -5.03 -4.82 -1.70
H -6.27 -5.52 -0.10
H -5.29 -3.79 1.53
H -3.50 -2.41 0.90
H -2.55 -2.57 -1.54
H -3.66 -3.98 -3.10
H -5.37 -5.52 -2.46
C -0.86 -0.99 0.50
C 0.38 -1.17 1.11
C 1.50 -0.57 0.57
C 1.45 0.17 -0.60
C 0.20 0.43 -1.16
C -0.93 -0.19 -0.64
H -1.74 -1.46 0.90
H 0.42 -1.84 1.95
H 2.43 -0.89 1.02
H 2.33 0.59 -1.05
H 0.07 1.01 -2.06
H -1.83 -0.07 -1.24
C 0.49 4.45 0.21
C 0.31 5.46 1.13
C 1.33 5.74 2.06
C 2.49 4.98 1.99
C 2.67 3.97 1.06
C 1.63 3.68 0.18
H -0.33 4.22 -0.47
H -0.61 6.04 1.22
H 1.25 6.59 2.72
H 3.33 5.23 2.63
H 3.54 3.33 1.08
H 1.78 2.80 -0.42
*
```

**SMILES string**: CCOS(C)(=O)=O.CCOS(C)(=O)=O.CCOS(C)(=O)=O.CCOS(C)(=O)=O.O=S1(=O)OCCO1.c1ccccc1.c1ccccc1.c1ccccc1
**E_LUMO**: 0.00778 Eh
**Energy relative to the best compared isomer or geometry (same formula, charge and spin)**: 0.0 kcal/mol
**Frontier orbital gap**: 9.04 eV
**E_HOMO**: -8.82 eV



3.
The following is a DFT calculation (the ωB97M-V functional and the def2-TZVPD basis) of a structure of composition C32H55ClFeN3O2P in a non-equilibrium geometry.

```
! wB97M-V def2-TZVPD RIJCOSX def2/J DEFGRID3
* xyz -1 6
Fe 1.24 0.78 -0.42
Cl 1.91 2.39 -2.16
N 1.69 -0.68 -1.80
N 0.62 2.44 0.65
C 2.85 -1.20 -1.93
C 1.39 3.11 1.41
C 0.86 -1.14 -2.97
C 1.98 -1.50 -3.95
C -0.06 -0.08 -3.54
C 0.10 -2.39 -2.55
H 0.48 0.83 -3.77
H -0.85 0.15 -2.83
H -0.53 -0.47 -4.45
H 0.78 -3.17 -2.22
H -0.47 -2.77 -3.40
H -0.58 -2.16 -1.74
C -0.66 3.22 0.48
C -0.16 4.61 0.86
C -1.66 2.71 1.51
C -1.23 3.19 -0.92
H -0.48 3.47 -1.65
H -2.06 3.89 -0.98
H -1.60 2.20 -1.16
H -1.26 2.82 2.52
H -1.90 1.67 1.34
H -2.58 3.30 1.44
O 0.98 4.35 1.73
H -0.88 5.20 1.41
H 0.21 5.17 0.00
O 3.11 -1.83 -3.09
H 2.28 -0.66 -4.57
H 1.76 -2.37 -4.56
C 3.90 -1.21 -0.90
C 2.63 2.64 2.03
C 3.62 1.98 1.11
H 2.34 1.90 2.79
H 3.08 3.47 2.56
C 3.25 0.96 0.23
C 4.24 0.13 -0.31
H 1.48 -0.11 0.84
C 5.59 0.48 -0.18
C 5.92 1.60 0.55
C 6.69 -0.34 -0.80
C 4.97 2.34 1.24
H 6.96 1.89 0.63
C 5.43 3.48 2.11
H 6.49 3.64 1.98
H 5.26 3.28 3.17
H 4.92 4.41 1.86
H 6.79 -1.32 -0.34
H 7.65 0.17 -0.67
H 6.54 -0.49 -1.87
H 4.78 -1.68 -1.33
H 3.55 -1.86 -0.10
C -3.79 -0.05 -1.90
C -3.36 -1.37 -1.20
C -4.65 -2.08 -0.73
C -2.88 -2.26 -2.35
P -2.04 -1.03 0.31
N -0.90 0.12 -0.34
C -3.26 -0.26 1.79
C -4.29 -1.26 2.44
C -2.49 0.23 3.07
C -4.20 0.87 1.24
C -1.09 -2.56 1.16
C -0.39 -2.12 2.46
C -2.06 -3.72 1.48
C 0.02 -3.21 0.33
H -4.48 -0.26 -2.76
H -2.92 0.49 -2.31
H -4.34 0.66 -1.29
H -5.31 -2.36 -1.58
H -4.42 -3.02 -0.18
H -5.31 -1.42 -0.17
H -2.22 -1.69 -3.00
H -2.49 -3.23 -1.98
H -3.70 -2.51 -3.06
H -3.82 -1.99 3.12
H -4.97 -0.70 3.12
H -4.95 -1.81 1.78
H -1.43 0.52 2.91
H -3.05 1.05 3.58
H -2.42 -0.51 3.88
H -3.76 1.61 0.57
H -5.05 0.46 0.68
H -4.70 1.41 2.07
H -1.11 -1.92 3.25
H 0.23 -2.93 2.89
H 0.26 -1.24 2.30
H -2.53 -4.09 0.55
H -1.52 -4.57 1.95
H -2.85 -3.46 2.17
H -0.42 -3.80 -0.50
H 0.78 -2.46 0.03
H 0.56 -3.99 0.92
*
```

**E_LUMO (alpha / beta)**: 0.09528 / 0.09495 Eh
**Energy relative to the best compared isomer or geometry (same formula, charge and spin)**: 80.8 kcal/mol
**Frontier orbital gap (alpha / beta)**: 4.47 / 6.34 eV
**E_HOMO (alpha / beta)**: -1.88 / -3.75 eV



4.
The following is a DFT calculation (the ωB97M-V functional and the def2-TZVPD basis) of a cluster of 3 separate species, C32H55FN4O2S in total in a non-equilibrium geometry.

```
! wB97M-V def2-TZVPD RIJCOSX def2/J DEFGRID3
* xyz 0 3
C -1.89 0.99 2.82
C -1.44 1.80 1.46
C -2.49 1.38 0.31
C -1.88 0.41 -0.83
C -1.58 -1.09 -0.35
C -0.22 -1.29 0.49
C 1.12 -1.28 -0.39
C 1.65 0.00 -1.14
C 2.98 0.00 -2.04
C 3.85 -1.29 -2.20
N 5.05 -1.35 -3.00
S 5.49 -3.02 -2.75
N 4.25 -3.61 -1.69
C 3.31 -2.55 -1.41
C 1.98 -2.60 -0.53
C 1.66 -3.99 0.17
C 1.69 -3.94 1.79
F 0.43 -4.49 2.27
H -1.00 0.53 3.37
H -2.58 0.12 2.51
H -2.52 1.69 3.47
H -1.53 2.92 1.75
H -0.35 1.56 1.22
H -3.49 1.00 0.76
H -2.78 2.37 -0.24
H -0.99 0.93 -1.34
H -2.70 0.34 -1.65
H -1.50 -1.74 -1.31
H -2.47 -1.54 0.24
H -0.08 -0.56 1.36
H -0.29 -2.34 0.96
H 1.11 1.01 -1.07
H 3.28 0.98 -2.57
H 0.66 -4.45 -0.20
H 2.47 -4.76 -0.13
H 1.70 -2.84 2.11
H 2.57 -4.52 2.24
C 6.60 4.31 -3.40
C 5.23 3.99 -4.05
C 5.14 4.62 -5.46
C 4.87 6.12 -5.45
C 3.64 6.43 -4.61
C 3.74 5.87 -3.17
N 4.13 4.42 -3.13
O 3.02 3.69 -3.45
C 4.75 6.73 -2.37
C 2.39 6.14 -2.45
C 5.30 2.45 -4.24
H 6.77 5.37 -3.20
H 6.73 3.77 -2.46
H 7.42 4.01 -4.07
H 4.33 4.13 -6.02
H 6.06 4.43 -6.02
H 5.74 6.66 -5.08
H 4.70 6.46 -6.47
H 3.49 7.51 -4.58
H 2.76 6.01 -5.11
H 5.02 6.24 -1.42
H 4.33 7.70 -2.12
H 5.67 6.95 -2.91
H 1.54 5.69 -2.96
H 2.19 7.21 -2.39
H 2.41 5.76 -1.42
H 5.32 1.93 -3.28
H 6.20 2.16 -4.79
H 4.45 2.06 -4.82
C -5.71 -2.35 5.05
C -5.96 -2.94 3.65
C -6.85 -4.20 3.74
C -6.11 -5.44 4.22
C -4.87 -5.68 3.36
C -3.93 -4.46 3.31
N -4.65 -3.19 2.97
O -4.89 -3.20 1.62
C -3.20 -4.32 4.67
C -2.78 -4.77 2.31
C -6.81 -1.83 2.96
H -5.13 -2.99 5.72
H -5.19 -1.39 4.99
H -6.66 -2.17 5.57
H -7.28 -4.42 2.76
H -7.70 -4.01 4.41
H -5.84 -5.34 5.28
H -6.77 -6.31 4.15
H -4.33 -6.55 3.74
H -5.20 -5.95 2.35
H -2.70 -3.35 4.75
H -2.44 -5.09 4.78
H -3.86 -4.45 5.53
H -3.14 -5.01 1.31
H -2.20 -5.64 2.65
H -2.09 -3.93 2.24
H -6.23 -0.92 2.81
H -7.68 -1.58 3.57
H -7.20 -2.15 1.99
*
```

**E_LUMO**: -0.04057 Eh
**Frontier orbital gap**: 7.03 eV
**E_HOMO**: -8.14 eV